(1)
Density functional theory data (wB97M-V/def2-TZVPD) for one molecule with the formula C4H7NO.

Positions of all 13 atoms, in Å:
O -1.797 -0.899 1.778
N -0.436 -1.008 1.517
C -0.059 -0.251 0.576
C -0.606 0.788 -0.392
C 0.774 0.770 -1.116
C 1.173 -0.447 -0.255
H -1.912 -1.526 2.503
H -1.458 0.481 -1.008
H -0.844 1.724 0.114
H 0.778 0.588 -2.196
H 1.359 1.675 -0.925
H 0.849 -1.359 -0.762
H 2.177 -0.536 0.165

Results
- E_HOMO (eV) = -9.319
- LUMO (eV) = 1.12
- orbital gap (eV) = 10.440
- energy above the lowest of the compared OMol25 structures with the same formula, charge and spin (kJ/mol) = 313.6
- total charge = 0
- structure (SMILES) = ON=C1CCC1



(2)
Density functional theory data (wB97M-V/def2-TZVPD) for one molecule with the formula C4H7NO.

Positions of all 13 atoms, in Å:
C 1.825 -0.283 0.503
C 0.568 0.443 0.200
O 0.484 1.651 0.319
C -0.435 -0.357 -0.532
C -1.749 -0.171 0.128
N -1.477 0.407 -1.174
H 2.171 -0.012 -0.503
H 1.788 -1.376 0.558
H 2.348 0.134 1.375
H -0.136 -1.307 -0.977
H -1.725 0.474 1.005
H -2.458 -0.988 0.153
H -1.203 1.384 -1.056

Results
- E_HOMO (eV) = -10.051
- LUMO (eV) = 0.93
- orbital gap (eV) = 10.982
- energy above the lowest of the compared OMol25 structures with the same formula, charge and spin (kJ/mol) = 202.1
- total charge = 0
- structure (SMILES) = CC(=O)[C@H]1CN1



(3)
Density functional theory data (wB97M-V/def2-TZVPD) for one molecule with the formula C4H7NO.

Positions of all 13 atoms, in Å:
C 1.504 0.494 0.228
C 0.465 -0.300 -0.504
C -0.424 -1.157 0.294
N -1.373 -0.129 0.774
C -1.659 0.735 -0.138
O -0.976 0.939 -1.213
H 1.411 1.536 -0.077
H 1.415 0.425 1.319
H 2.508 0.153 -0.065
H 0.589 -0.449 -1.555
H -0.934 -1.935 -0.296
H 0.035 -1.637 1.175
H -2.560 1.327 0.059

Results
- E_HOMO (eV) = -9.045
- LUMO (eV) = 0.23
- orbital gap (eV) = 9.275
- energy above the lowest of the compared OMol25 structures with the same formula, charge and spin (kJ/mol) = 278.6
- total charge = 0